{
  "formula": "C2H4N2",
  "method": "the ωB97M-V functional and the def2-TZVPD basis",
  "relative_energy_kj_mol": 255.0,
  "gap_ev": 10.536,
  "energy_ha": -188.0212,
  "homo_energy_ev": -10.09,
  "lumo_energy_ev": 0.4,
  "smiles": "[H]/N=C\\N=C",
  "species": ["H", "N", "C", "N", "C", "H", "H", "H"],
  "positions_angstrom": [[-1.998847, 0.058553, -1.383709], [-1.964524, -0.119693, -0.421131], [-0.819435, -0.312407, 0.171901], [0.574369, -0.674668, 0.190490], [1.503637, 0.255802, 0.038386], [-0.955533, -0.483368, 1.333102], [2.430823, 0.092947, 0.475918], [1.229510, 1.182834, -0.404957]],
  "forces_ev_per_angstrom": [[0.5, -0.1, -2.0], [3.1, -0.2, 2.4], [-2.5, -1.0, 2.9], [1.7, 2.6, -1.5], [-4.4, -2.5, 0.0], [-0.3, 0.6, -1.9], [1.8, -0.5, 0.2], [0.1, 1.0, -0.1]],
  "lowdin_charge": [0.0039, 0.0898, -0.3197, -0.0097, -0.0002, 0.1304, 0.0429, 0.0626]
}

***

{
  "formula": "C4H5FN4",
  "method": "the ωB97M-V functional and the def2-TZVPD basis",
  "relative_energy_kj_mol": 298.9,
  "gap_ev": [9.519, 9.516],
  "energy_ha": -474.1103,
  "homo_energy_ev": [-9.53, -9.53],
  "lumo_energy_ev": [0.0, 0.0],
  "species": ["C", "C", "C", "C", "N", "N", "N", "N", "F", "H", "H", "H", "H", "H"],
  "positions_angstrom": [[0.797009, 1.256786, 0.149028], [2.069421, 0.935807, 0.409600], [1.593547, -1.257317, 0.102350], [-0.053454, 0.150567, -0.138951], [2.477813, -0.357330, 0.438692], [0.294008, -1.132383, -0.200149], [-2.590997, -0.632600, -0.741266], [-2.099297, 0.493518, -0.546352], [-2.152863, 0.960110, 0.975011], [0.395487, 2.330542, 0.141810], [2.827567, 1.703406, 0.837942], [2.015682, -2.238044, -0.009532], [-1.948583, -1.505695, -0.480688], [-3.625336, -0.707364, -0.937491]],
  "forces_ev_per_angstrom": [[-3.9, 1.5, -1.0], [2.8, -0.1, 2.3], [1.0, -1.2, -0.2], [-1.8, -0.6, -1.2], [0.0, 1.1, -0.3], [-1.2, 3.6, 0.2], [0.1, -4.6, 0.6], [4.8, 2.7, 0.4], [-0.5, -0.3, 0.5], [0.6, -1.9, 0.1], [-1.3, -1.3, -1.2], [-0.2, -0.6, 0.2], [-2.1, 1.8, -0.5], [1.8, 0.0, 0.3]],
  "lowdin_charge": [-0.0528, -0.1488, -0.2327, -0.0285, 0.0775, 0.1109, -0.0551, -0.0491, -0.3012, 0.1435, 0.1478, 0.1076, 0.1390, 0.1418]
}

***

{
  "formula": "C20H17F2NO2",
  "method": "the ωB97M-V functional and the def2-TZVPD basis",
  "relative_energy_kj_mol": 22.5,
  "gap_ev": 5.009,
  "energy_ha": -1177.1811,
  "homo_energy_ev": -7.58,
  "lumo_energy_ev": -2.6,
  "species": ["C", "C", "O", "C", "C", "C", "N", "O", "H", "H", "H", "H", "H", "H", "F", "C", "C", "C", "C", "C", "C", "C", "C", "C", "C", "C", "F", "C", "C", "C", "C", "H", "H", "H", "H", "H", "H", "H", "H", "H", "H", "H"],
  "positions_angstrom": [[3.795917, -1.684785, 2.450349], [4.083504, -0.616458, 1.430361], [2.854429, 0.076621, 1.133122], [2.989424, 0.896872, 0.040615], [1.796683, 1.632413, -0.261828], [1.925959, 2.554508, -1.270157], [1.934099, 3.351254, -2.138800], [4.038975, 0.952370, -0.599443], [4.738279, -2.122552, 2.778693], [3.273709, -1.282620, 3.321742], [3.190949, -2.480082, 2.006494], [4.814089, 0.108627, 1.814559], [4.482592, -1.058465, 0.510942], [1.068576, 1.725942, 0.537775], [-4.028567, -3.679766, 1.683384], [-2.913777, -3.724436, 0.878519], [-2.399143, -4.974328, 0.533899], [-1.261545, -5.005449, -0.291587], [-0.684820, -3.829899, -0.752425], [-1.223765, -2.558522, -0.408246], [-0.628765, -1.359835, -0.911660], [-1.029430, -0.075224, -0.563467], [-0.564797, 1.070533, -1.212908], [-1.163383, 2.367214, -0.987842], [-1.686293, 2.671469, 0.289156], [-2.202157, 3.939990, 0.518453], [-2.628229, 4.253939, 1.787249], [-2.282475, 4.918499, -0.470622], [-1.804360, 4.595247, -1.750314], [-1.245863, 3.350745, -2.006293], [-2.368460, -2.526361, 0.439632], [-2.872710, -5.883837, 0.893274], [-0.836362, -5.967555, -0.580093], [0.193731, -3.854491, -1.401232], [0.189892, -1.466867, -1.628578], [-1.759457, 0.044041, 0.243673], [0.071663, 0.932315, -2.093989], [-1.638857, 1.941600, 1.097161], [-2.702871, 5.894169, -0.240777], [-1.850387, 5.339310, -2.546519], [-0.836736, 3.114326, -2.991174], [-2.829260, -1.580472, 0.718902]],
  "forces_ev_per_angstrom": [[-0.2, -0.1, 0.0], [0.1, 0.0, 0.1], [0.4, 0.3, -0.6], [1.4, -1.0, -0.5], [-1.0, -0.7, 1.0], [-0.3, 3.0, -2.5], [0.0, -1.6, 1.6], [-1.2, 0.0, 0.7], [0.0, 0.0, 0.0], [0.1, 0.0, -0.1], [0.0, 0.1, 0.1], [-0.2, -0.1, -0.2], [0.0, 0.2, 0.2], [0.3, 0.5, -0.2], [0.9, 0.0, -0.7], [-0.4, 0.1, 0.3], [0.4, 0.5, -0.3], [-0.4, 0.0, 0.3], [-0.2, 0.8, 0.0], [-0.7, -1.6, 0.8], [-0.1, 2.1, 0.0], [0.1, -2.1, 0.3], [1.2, 0.3, -0.8], [-0.4, 0.8, 0.2], [0.0, 0.4, -0.1], [-0.1, 0.0, 0.5], [0.3, -0.3, -1.0], [0.2, -0.5, -0.2], [-0.1, 0.1, 0.3], [0.4, -0.5, 0.2], [0.4, -0.4, -0.4], [0.1, 0.2, 0.0], [-0.1, 0.3, 0.1], [-0.3, -0.1, 0.2], [-0.3, 0.0, 0.1], [0.2, 0.0, -0.4], [-0.5, 0.2, 0.2], [0.0, 0.4, -0.1], [0.1, -0.2, 0.0], [0.0, -0.2, 0.3], [-0.1, 0.1, 0.3], [0.0, -0.4, 0.0]],
  "lowdin_charge": [-0.0789, -0.2447, -0.0254, -0.5038, -0.0454, -0.2921, 0.1551, 0.0696, 0.0766, 0.0781, 0.0750, 0.1299, 0.1217, 0.1054, 0.0385, -0.2392, 0.0071, -0.0641, -0.0274, -0.2086, 0.0169, -0.0685, -0.0196, -0.2251, 0.0492, -0.2344, 0.0386, 0.0158, -0.0506, -0.0267, 0.0591, 0.1215, 0.1118, 0.1166, 0.1334, 0.1020, 0.1289, 0.1277, 0.1232, 0.1153, 0.1173, 0.1199]
}

***

{
  "formula": "C30H60P2PmSi2",
  "method": "the ωB97M-V functional and the def2-TZVPD basis",
  "relative_energy_kj_mol": 0.0,
  "gap_ev": [6.930, 7.108],
  "charge": 1,
  "energy_ha": -3048.9662,
  "homo_energy_ev": [-10.00, -10.01],
  "lumo_energy_ev": [-3.1, -2.9],
  "multiplicity": 5,
  "species": ["Pm", "C", "C", "C", "C", "C", "C", "H", "H", "H", "C", "H", "H", "H", "C", "H", "H", "H", "C", "H", "H", "H", "C", "H", "H", "H", "C", "C", "C", "C", "C", "C", "C", "C", "H", "H", "H", "H", "H", "H", "H", "H", "H", "H", "H", "H", "P", "C", "C", "P", "C", "C", "C", "H", "H", "H", "H", "H", "H", "H", "H", "H", "H", "H", "H", "H", "H", "C", "Si", "C", "C", "C", "Si", "C", "C", "C", "H", "H", "H", "H", "H", "H", "H", "H", "H", "H", "H", "H", "H", "H", "H", "H", "H", "H", "H"],
  "positions_angstrom": [[0.203668, 1.516054, 0.585351], [-0.508114, 3.911767, -0.587616], [-1.731831, 3.494249, 0.008111], [-0.183726, 3.759415, 1.704296], [0.453441, 4.087328, 0.456422], [-1.527805, 3.349714, 1.413299], [-0.273512, 4.107928, -2.047582], [-1.004440, 3.542398, -2.633545], [0.727728, 3.762965, -2.333608], [-0.350280, 5.150023, -2.390976], [1.894220, 4.424466, 0.287580], [2.174323, 4.516994, -0.771982], [2.551064, 3.648163, 0.726515], [2.184588, 5.368573, 0.777712], [0.485000, 3.684103, 3.032784], [0.668400, 4.673215, 3.484804], [1.477021, 3.211999, 2.959973], [-0.101127, 3.112202, 3.768297], [-2.510219, 2.798089, 2.386370], [-3.016780, 3.582880, 2.969561], [-2.038716, 2.125355, 3.119811], [-3.298907, 2.235133, 1.871740], [-3.008963, 3.205211, -0.704663], [-3.698983, 4.062811, -0.691995], [-3.554963, 2.368618, -0.243054], [-2.841746, 2.960307, -1.763215], [-0.992745, -3.844773, -4.249680], [-1.835506, -2.972364, -4.812535], [-3.309777, -3.138159, -5.044948], [-4.041763, -4.092203, -4.079243], [-3.851078, -3.791427, -2.618170], [-2.858509, -4.214328, -1.822272], [-1.746586, -5.156937, -2.183298], [-1.338592, -5.187162, -3.669176], [-3.489885, -3.501660, -6.069871], [-3.782670, -5.125423, -4.321141], [-3.775736, -2.141485, -4.998298], [-2.111839, -5.689966, -4.254015], [0.092312, -3.650799, -4.286516], [-1.420641, -2.077159, -5.302899], [-0.438588, -5.818141, -3.746465], [-0.870165, -4.895736, -1.569151], [-2.907323, -3.990828, -0.745868], [-2.012807, -6.188552, -1.900043], [-5.118605, -3.992625, -4.294190], [-4.696494, -3.238814, -2.179941], [-0.148455, 0.076227, -1.940210], [1.333806, -0.439300, -2.890551], [-1.430402, 0.089834, -3.247075], [-1.500330, -0.729632, 0.630298], [-0.774661, -1.413197, -0.971262], [-3.287662, -0.952436, 0.299565], [-1.211925, -1.967480, 1.926344], [2.202741, -0.470509, -2.217363], [1.510716, 0.332031, -3.659032], [1.181043, -1.420962, -3.360425], [-1.512872, -0.901486, -3.707194], [-1.144654, 0.822338, -4.017934], [-2.408429, 0.378959, -2.840229], [-1.555141, -2.936528, 1.563789], [-1.774081, -1.652794, 2.817595], [-0.146854, -2.006331, 2.176378], [0.046601, -2.095001, -0.747483], [-1.537088, -1.966230, -1.526924], [-3.826962, -0.707317, 1.230264], [-3.476935, -1.997609, 0.012699], [-3.638790, -0.273979, -0.492019], [4.855487, -0.962653, 1.257556], [3.864495, 0.648971, 1.303365], [4.781909, 2.009118, 2.235692], [3.907250, 1.259836, -0.481844], [2.174314, 0.358268, 2.086324], [2.121998, 0.136492, 3.957537], [2.664625, 1.661066, 4.954712], [0.379656, -0.188133, 4.618026], [3.202038, -1.351402, 4.406803], [5.874485, -0.760155, 0.900579], [4.397333, -1.668197, 0.550867], [4.934968, -1.465095, 2.226943], [5.694100, 2.277550, 1.682284], [4.165570, 2.914711, 2.315467], [5.081477, 1.700660, 3.243651], [3.834581, 0.427402, -1.191655], [3.137543, 2.000272, -0.724984], [4.881328, 1.742573, -0.651926], [1.862437, -0.641233, 1.670720], [1.891863, 2.442873, 4.929846], [2.792842, 1.382859, 6.009484], [3.604372, 2.108234, 4.612554], [0.042112, -1.209792, 4.401333], [0.364384, -0.057451, 5.709977], [-0.338188, 0.521794, 4.187082], [2.970941, -2.210094, 3.762797], [4.272854, -1.134850, 4.307522], [3.021219, -1.663634, 5.443386]],
  "forces_ev_per_angstrom": [[1.7, 1.0, 1.0], [0.0, -0.1, 0.8], [0.5, -0.5, 0.4], [-0.4, -0.1, -0.9], [-1.0, -0.1, 0.4], [0.8, 0.3, -0.6], [0.1, 0.1, -0.5], [0.1, 0.0, 0.0], [-0.1, 0.0, 0.0], [0.0, -0.2, 0.3], [0.7, 0.1, -0.1], [-0.1, 0.0, 0.3], [-0.1, 0.3, -0.1], [-0.2, -0.3, -0.1], [0.5, 0.2, 0.6], [-0.2, -0.2, -0.2], [-0.2, 0.1, 0.0], [0.1, 0.1, -0.3], [-0.5, 0.0, 0.5], [0.2, -0.2, -0.1], [-0.1, 0.1, -0.1], [0.2, 0.1, 0.1], [-0.5, -0.1, -0.3], [0.2, -0.1, 0.0], [0.1, 0.2, -0.2], [-0.1, 0.0, 0.3], [0.2, 0.2, -0.4], [0.5, -0.2, -0.6], [-0.2, 0.0, 0.3], [-0.5, 0.0, -0.4], [-0.1, -0.1, 0.5], [-0.8, -0.2, 0.0], [0.4, 0.0, -0.1], [0.3, -0.4, 0.1], [0.2, 0.2, 0.2], [-0.2, 0.3, 0.1], [0.0, -0.2, 0.0], [0.4, 0.1, 0.1], [-0.6, 0.2, 0.1], [0.0, -0.5, 0.3], [-0.3, 0.1, 0.0], [-0.1, -0.1, -0.2], [-0.1, 0.0, -0.4], [0.0, 0.3, 0.1], [0.3, -0.1, 0.0], [0.6, 0.0, 0.0], [-0.5, -0.9, -0.7], [0.0, -0.1, 0.2], [-0.1, 0.6, -0.2], [-0.9, -0.9, -0.7], [0.4, 0.6, 0.5], [-0.1, 0.3, 0.3], [0.1, 0.0, 0.0], [-0.2, -0.1, -0.3], [0.0, -0.3, 0.3], [0.1, 0.3, 0.1], [0.1, 0.2, 0.3], [-0.2, -0.2, 0.2], [0.2, 0.0, -0.1], [0.0, -0.1, 0.2], [0.2, -0.2, -0.2], [-0.2, 0.0, 0.0], [0.1, 0.0, 0.1], [0.1, 0.0, -0.1], [0.1, -0.1, -0.4], [0.0, 0.4, 0.1], [0.1, -0.2, 0.2], [0.2, 0.2, -0.1], [-0.2, -0.3, 1.0], [0.2, -0.1, -0.1], [-0.1, -0.2, -0.3], [-0.8, 0.4, -1.0], [0.4, 0.2, -0.3], [0.0, 0.0, -0.1], [0.0, -0.2, -0.1], [-0.2, 0.0, 0.3], [-0.1, -0.1, 0.0], [0.0, 0.1, 0.1], [-0.1, 0.2, -0.2], [-0.2, 0.0, 0.2], [0.1, -0.1, 0.1], [0.0, 0.1, -0.2], [0.0, 0.2, 0.0], [0.0, 0.1, -0.1], [-0.3, -0.1, 0.0], [0.1, 0.2, 0.2], [0.2, -0.2, 0.0], [0.0, 0.0, -0.2], [-0.2, -0.1, 0.1], [0.0, 0.2, 0.1], [0.0, 0.0, -0.3], [0.0, -0.1, 0.1], [0.0, 0.2, 0.1], [-0.2, 0.0, 0.0], [0.1, 0.0, -0.1]],
  "mulliken_spin": [4.0455, -0.0188, 0.0016, 0.0080, -0.0101, -0.0144, -0.0016, -0.0001, -0.0012, -0.0009, -0.0013, -0.0003, -0.0037, -0.0008, 0.0006, -0.0001, -0.0036, -0.0006, -0.0001, -0.0005, -0.0023, -0.0009, 0.0051, 0.0001, -0.0015, -0.0001, 0.0001, -0.0003, -0.0001, -0.0001, -0.0004, 0.0004, 0.0001, -0.0001, 0.0000, 0.0000, 0.0000, 0.0000, 0.0001, 0.0001, 0.0000, 0.0000, 0.0000, 0.0000, 0.0000, 0.0000, 0.0043, -0.0010, 0.0000, 0.0035, -0.0027, 0.0017, 0.0017, -0.0001, 0.0000, -0.0003, -0.0004, 0.0001, -0.0001, -0.0001, -0.0001, -0.0005, 0.0021, 0.0008, -0.0001, -0.0004, 0.0001, -0.0004, -0.0034, 0.0000, 0.0038, -0.0017, 0.0012, -0.0002, 0.0006, -0.0013, -0.0001, -0.0001, 0.0002, 0.0000, -0.0001, 0.0000, 0.0005, -0.0012, 0.0000, -0.0034, 0.0000, 0.0000, 0.0000, 0.0000, 0.0001, -0.0004, -0.0001, 0.0001, -0.0003]
}

***

> Which formula does entry 1 have?

C2H4N2

***

Please write out number 1 again, unchanged.
{
  "formula": "C2H4N2",
  "method": "the ωB97M-V functional and the def2-TZVPD basis",
  "relative_energy_kj_mol": 255.0,
  "gap_ev": 10.536,
  "energy_ha": -188.0212,
  "homo_energy_ev": -10.09,
  "lumo_energy_ev": 0.4,
  "smiles": "[H]/N=C\\N=C",
  "species": ["H", "N", "C", "N", "C", "H", "H", "H"],
  "positions_angstrom": [[-1.998847, 0.058553, -1.383709], [-1.964524, -0.119693, -0.421131], [-0.819435, -0.312407, 0.171901], [0.574369, -0.674668, 0.190490], [1.503637, 0.255802, 0.038386], [-0.955533, -0.483368, 1.333102], [2.430823, 0.092947, 0.475918], [1.229510, 1.182834, -0.404957]],
  "forces_ev_per_angstrom": [[0.5, -0.1, -2.0], [3.1, -0.2, 2.4], [-2.5, -1.0, 2.9], [1.7, 2.6, -1.5], [-4.4, -2.5, 0.0], [-0.3, 0.6, -1.9], [1.8, -0.5, 0.2], [0.1, 1.0, -0.1]],
  "lowdin_charge": [0.0039, 0.0898, -0.3197, -0.0097, -0.0002, 0.1304, 0.0429, 0.0626]
}